# 1
Formula: C29H39N8O4SSiW
Source: OMol25
Level of theory: wB97M-V/def2-TZVPD

```
83
Properties=species:S:1:pos:R:3:forces:R:3
C -2.38057 -3.40793 0.91828 0.38 0.29 0.05
N 1.54113 -1.13363 0.68558 -0.88 0.47 -0.20
H -3.34157 0.03527 -1.42122 -0.19 0.19 -0.12
C 0.14263 1.80837 -1.79562 0.30 -0.26 1.45
H 0.77003 2.72517 2.26938 -0.04 0.03 0.11
H 3.33083 0.67237 1.05268 -0.10 -0.26 0.08
H 4.61963 -2.35893 0.81838 0.10 -0.03 0.01
H 3.18123 1.95007 -3.27002 -0.12 0.03 -0.25
C 0.68653 -1.62263 1.75078 0.62 0.27 0.84
O -1.73727 -1.28013 -1.09632 -0.13 0.67 0.55
H -2.05727 -6.53733 2.19438 -0.04 -0.05 0.01
H 3.97953 -2.06973 -1.45852 0.06 0.01 -0.05
H 2.01793 1.00497 3.01048 -0.06 -0.07 -0.12
H 4.52023 2.66187 -2.38202 0.09 0.23 0.10
H -2.82167 2.53697 -4.09192 -0.04 -0.02 0.06
H 2.81143 4.58237 -1.58542 0.06 0.10 -0.23
H -4.31247 -0.34853 1.27548 -0.05 -0.13 0.08
C -0.76237 3.00897 -3.67802 0.92 -0.71 1.20
C 1.94403 -3.35713 -0.40482 -0.08 0.30 -0.07
C -0.55097 -5.02023 2.35828 -0.02 -0.02 -0.02
H 2.69903 -3.93043 -0.94302 0.13 -0.05 -0.08
C 3.61743 1.66347 0.73048 -0.45 0.11 -0.60
C -5.23407 1.54937 0.79858 -0.27 -0.01 -0.03
Si 2.60763 2.16787 -0.81092 1.70 0.72 0.48
H 4.23583 0.93417 -2.32232 0.04 -0.22 0.04
H -3.04347 -2.79453 0.33168 -0.13 0.02 -0.02
C -2.88447 1.23087 1.03288 -1.26 0.88 -0.22
C -4.17197 0.70037 1.06648 0.63 0.19 0.03
C -3.43537 0.80077 -2.18512 0.16 -0.14 0.13
H 1.27503 3.17027 -2.98592 0.11 0.02 -0.01
C -1.97187 2.36717 -3.44532 -0.07 0.10 -0.05
N -1.33757 2.85117 0.85318 0.53 -0.07 -0.26
H -4.19917 1.52587 -1.89382 0.11 0.04 0.03
H -0.30927 -0.49313 3.33418 0.19 -0.12 0.06
N 0.83643 -2.93273 2.40258 -0.04 -0.20 -0.01
C 0.71173 -0.57273 2.93728 0.16 -0.07 -0.27
C -0.25547 -3.71543 2.05518 -0.08 0.46 -0.11
H -3.64027 -5.13073 0.96288 -0.07 -0.04 -0.05
C 0.31443 2.70967 -2.83042 -0.76 0.98 -1.59
C -3.75247 3.43837 0.45518 -0.05 -0.01 -0.16
H -0.64707 3.70397 -4.49732 0.04 0.04 -0.02
H -0.40077 1.84967 3.32138 -0.05 0.20 -0.33
O -1.40677 -1.05683 -3.49832 -0.09 0.35 0.06
H -0.87527 3.54667 0.28398 -0.02 -0.09 0.05
H -3.74147 0.31227 -3.10842 0.01 0.03 -0.08
N -0.61517 -1.67123 1.11848 1.62 0.52 -0.36
H 4.68003 1.68027 0.50528 0.23 0.01 -0.17
C -1.15007 -2.90043 1.31658 -0.85 -0.45 0.17
C -2.11107 1.47137 -2.40402 0.04 -0.55 0.80
H 1.39523 4.39977 -0.57892 -0.27 0.09 0.05
C 3.29503 -1.35983 -0.99322 -0.39 -0.06 0.21
C -2.68597 -4.71793 1.25898 -0.13 -0.39 0.05
H 3.49063 -3.39943 1.66448 0.00 -0.07 0.01
H 1.53463 -3.99823 0.37028 -0.02 -0.04 0.00
H 1.13793 -3.10453 -1.09612 0.20 -0.24 0.07
C 0.23103 1.78477 2.41308 0.25 -0.38 -0.74
C 2.43153 4.09817 -0.69132 -0.15 -0.78 -0.19
H -5.88557 3.52437 0.30228 -0.06 0.05 0.00
H 1.74513 -3.34723 2.50358 -0.01 0.02 -0.06
C -2.68667 2.60097 0.72118 -0.22 -0.55 0.14
C 2.55273 -2.05253 0.16288 0.09 -0.25 -0.45
N -1.07557 1.19897 -1.54182 -0.12 2.26 -2.47
H -3.61017 4.48457 0.21938 0.05 0.05 0.00
C 3.74603 1.90067 -2.34562 -0.66 -0.10 0.56
H 0.15753 -5.64393 2.88788 0.00 -0.02 0.08
N 1.19913 0.71847 2.49428 -0.20 0.32 0.86
C 3.62083 -2.39883 1.25038 -0.34 0.17 -0.22
H 3.56983 -1.67493 2.06038 0.08 0.11 0.13
C -1.79587 -5.51443 1.96028 -0.08 -0.12 -0.09
C -0.68067 1.59207 1.18148 -0.89 -0.17 1.29
H -6.24197 1.15877 0.81308 -0.08 -0.03 0.01
O -0.70307 -3.07413 -2.36242 -0.14 0.22 0.13
H 2.57583 -1.01543 -1.73272 0.14 -0.02 -0.07
C -5.03317 2.89097 0.50418 0.04 0.06 -0.09
H 3.45733 2.34587 1.55778 -0.16 0.23 0.16
S -0.88657 -1.64753 -2.29242 -0.46 -2.80 -2.82
O 0.43883 -0.99683 -1.91632 -0.06 0.77 0.29
W -0.25267 -0.13463 -0.20082 0.52 -2.41 4.55
H 1.36223 -0.98443 3.71728 -0.04 0.06 -0.12
H 3.86163 -0.51083 -0.62602 0.14 0.06 0.05
H 2.98533 4.50087 0.15038 0.14 -0.05 0.22
N -1.69537 0.63127 1.32288 1.30 -0.06 -1.06
N 1.06943 1.41917 -0.86952 -0.77 0.39 -1.38
```
Positions in Å, forces in eV/Å.

Calculated values
Total charge: -1
Energy above the lowest of the compared OMol25 structures with the same formula, charge and spin (eV): 3.2858
Gap between HOMO and LUMO (alpha / beta) (hartree): 0.2019 / 0.2018
Molecular weight (g mol⁻¹): 807.68
LUMO level (alpha / beta) (eV): 1.86 / 1.86
F_max (eV Å⁻¹): 5.17

Mulliken atomic charge list, values in e, 6 entries:
1. C -0.57
2. N 0.48
3. H -0.24
4. C 1.13
5. H 0.37
6. H -0.02

=====

# 2
Formula: C29H39N8O4SSiW
Source: OMol25
Level of theory: wB97M-V/def2-TZVPD

```
83
Properties=species:S:1:pos:R:3:forces:R:3
C 1.96528 1.72195 -0.76748 -0.24 0.25 0.09
H 1.30959 -3.01228 -3.95004 -0.03 -0.01 -0.01
W -0.16462 -0.22931 0.05393 -1.20 1.32 1.27
H 1.86039 4.52567 2.31854 0.03 -0.05 -0.04
C 0.74915 2.33636 3.41820 -0.07 0.02 0.03
H 2.01909 1.74207 -5.23327 -0.01 0.02 0.00
H -0.75672 3.34468 1.20421 0.00 -0.03 -0.03
N -2.30302 -1.14473 -0.13645 -0.29 0.36 -0.27
H 2.02710 4.20963 0.58385 0.01 -0.02 0.04
H 1.84968 -3.35816 -0.28791 -0.01 0.00 0.00
C 2.65350 -1.54026 -2.12096 -0.03 0.06 0.02
N 1.22305 1.46014 0.37443 -0.15 -0.58 -0.88
C -1.59663 2.70067 0.93667 0.13 -0.03 -0.12
H -0.01498 3.10724 3.27114 0.02 -0.03 0.04
Si 1.86770 2.03587 1.91474 0.12 0.22 -0.12
O 0.43017 -0.30572 2.29379 0.03 -0.16 -0.68
C -2.55908 0.49321 1.66922 0.20 0.09 0.02
C -2.50119 1.92694 -4.91478 0.02 -0.10 -0.02
H -2.50760 -2.95005 -2.28815 0.00 -0.02 0.02
N -2.26778 -2.01429 1.99338 -0.06 0.00 0.16
C 3.33706 2.07145 -0.69890 0.00 -0.06 -0.11
N -2.02940 3.28675 -1.49568 -0.05 0.32 -0.16
H 1.44759 2.74528 4.15649 0.00 0.00 -0.01
H 3.05913 0.30821 3.22387 0.04 0.04 -0.03
H 0.54979 -1.41379 -3.89551 0.01 -0.03 0.01
H 1.90906 -4.19961 -1.86217 -0.01 0.00 0.01
H 4.03864 0.80091 1.85758 -0.01 -0.05 0.07
S 1.31871 -1.56419 2.11200 0.18 -0.29 0.06
C -2.41665 -5.27502 0.20684 0.00 0.07 -0.01
H -2.98042 0.43518 2.67492 0.06 -0.01 0.07
H -2.17128 -0.15650 -5.34325 -0.01 0.02 -0.01
H 0.64787 2.62075 -4.53507 -0.04 -0.01 0.00
C -2.10378 -0.86976 1.19087 0.16 -0.42 -0.19
C -2.12843 0.61375 -4.58323 -0.05 0.07 -0.12
H 0.72176 0.87244 -4.38314 0.01 0.01 -0.03
C -1.59586 2.43574 -0.53936 -0.25 0.11 0.29
C -2.49113 2.93765 -3.97272 0.01 0.06 0.01
C 2.34254 3.87694 1.57767 0.01 -0.08 -0.04
C -2.07719 2.58865 -2.69418 -0.01 0.02 0.09
N 1.35908 1.64404 -1.98328 0.39 0.21 0.50
C 2.06551 1.90921 -3.08436 -0.09 0.00 -0.08
H 3.85756 2.07251 0.24441 -0.04 0.02 0.04
H -2.80293 3.94473 -4.21980 0.01 -0.01 0.01
H -2.23118 4.25960 -1.35248 -0.07 -0.02 0.00
N -1.34037 1.25649 -1.02325 0.53 -0.29 -0.19
C 1.25397 -2.15161 -1.97816 0.09 -0.03 -0.05
H 0.35342 -3.89226 -1.04692 0.01 -0.01 0.00
H 3.92701 2.48043 -4.00232 -0.03 -0.01 -0.01
C -2.49631 -4.74508 -1.08297 0.00 -0.02 0.02
H 3.41914 4.05845 1.64671 -0.03 -0.02 -0.01
C -1.66026 1.29963 -2.37155 -0.13 -0.15 -0.07
O 2.28967 -1.17641 1.07472 0.14 -0.18 0.17
H 0.31026 1.43692 3.85087 0.08 0.04 0.04
C -1.70707 0.28216 -3.31287 0.04 -0.02 0.08
H 3.02293 -1.25265 -1.13710 0.01 -0.03 -0.01
N 0.42756 -1.23948 -1.22359 0.33 -0.20 0.31
C -2.30881 -3.08044 1.09912 0.04 0.02 0.11
C -2.46044 -3.37269 -1.29128 -0.02 0.00 -0.06
H -2.57147 -5.41476 -1.93133 0.00 0.00 0.01
H 2.62354 -0.65682 -2.76325 0.03 -0.04 0.04
C 1.32763 1.77719 -4.39077 -0.02 0.01 0.06
H -0.84800 1.42449 2.39570 -0.04 0.05 -0.02
H -3.34130 0.82573 0.98313 -0.07 0.00 0.02
C -2.34566 -2.54463 -0.18624 0.12 0.04 -0.26
O 0.38980 -2.56967 1.56012 0.22 -0.12 0.24
H -2.52402 3.22279 1.20369 -0.07 0.07 0.00
H -1.61905 -2.09920 2.76710 0.05 -0.01 -0.02
C 0.64995 -2.36481 -3.36714 0.00 -0.01 -0.03
H -2.24412 -4.85478 2.31802 0.00 0.01 -0.01
O 1.90879 -1.92681 3.38390 -0.08 0.09 0.00
H 3.33343 -2.27541 -2.56058 -0.01 0.01 -0.02
H -2.42188 -6.34937 0.34423 0.00 0.01 -0.01
C -2.32377 -4.44634 1.31865 -0.01 -0.06 -0.02
H -1.42229 -0.72003 -3.03039 0.02 0.00 0.00
C 3.39996 2.28402 -3.07777 -0.06 -0.05 -0.05
H -2.81856 2.15213 -5.92488 0.00 -0.02 -0.01
H 3.91057 1.86889 3.27603 -0.02 0.02 -0.01
C 3.36492 1.17243 2.62966 0.02 -0.07 0.04
H 5.08975 2.59811 -1.78386 -0.01 0.02 0.00
C 1.34861 -3.49118 -1.24384 -0.02 0.02 0.02
H -0.32925 -2.84460 -3.29564 0.01 0.01 -0.01
N -1.43704 1.42867 1.58027 0.00 -0.34 -0.20
C 4.03492 2.35245 -1.84603 0.11 -0.01 0.06
```
Positions in Å, forces in eV/Å.

Calculated values
Total charge: -1
Energy above the lowest of the compared OMol25 structures with the same formula, charge and spin (eV): 1.9395
Gap between HOMO and LUMO (alpha / beta) (hartree): 0.2106 / 0.1890
Molecular weight (g mol⁻¹): 807.68
LUMO level (alpha / beta) (eV): 2.15 / 2.16
F_max (eV Å⁻¹): 2.19

Mulliken atomic charge list, values in e, 6 entries:
1. C 0.23
2. H 0.48
3. W -0.35
4. H 0.49
5. C -1.65
6. H 0.44

=====

# 3
Formula: C29H39NPt
Source: OMol25
Level of theory: wB97M-V/def2-TZVPD

```
70
Properties=species:S:1:pos:R:3:forces:R:3
C 3.94882 0.00496 -0.64439 0.05 0.09 -0.07
H -2.89085 3.30753 1.96929 -0.02 0.00 0.01
H -1.61808 -0.47015 4.57490 0.01 -0.01 0.00
N -1.63161 0.13046 -0.84164 0.01 0.06 -0.04
C 1.44550 2.39669 0.76029 0.00 0.02 -0.08
C -1.32641 0.12612 3.70724 -0.03 -0.01 0.05
H -2.00288 1.07101 -0.92486 0.02 -0.06 0.00
H 0.27348 3.89417 3.76392 0.00 -0.01 0.00
H 4.93207 0.00053 -1.12056 0.01 0.00 0.00
H 3.19975 -0.23783 -1.40174 0.06 0.07 0.04
C 3.68419 2.42662 -1.13922 -0.01 -0.01 0.03
H 4.62682 2.37980 -1.68819 0.00 0.00 0.00
H -1.03790 2.77286 4.13752 0.05 0.11 -0.02
H 5.76688 1.69620 0.48355 0.00 0.00 0.00
C 0.84350 0.74775 4.83473 0.01 -0.02 0.02
H 0.29376 -1.83598 2.62986 0.00 0.00 0.00
H -0.49153 4.21305 0.09832 0.00 -0.01 0.01
H -2.97015 -3.99287 0.56496 0.01 -0.01 0.00
C -0.93446 -2.58806 -0.56367 -0.01 0.00 0.00
H -2.21412 2.60486 0.50751 0.02 -0.01 0.05
C -3.86948 -0.28366 0.07719 0.00 0.00 0.00
C -0.83412 -3.86986 -1.11135 0.02 -0.01 -0.02
C -0.72774 3.13138 1.99058 -0.07 0.00 0.01
H 1.70748 -1.46490 3.63510 0.01 0.01 -0.02
Pt 0.10766 0.06570 0.37030 -0.16 0.46 -0.03
C 1.44514 -2.39323 -0.69434 0.07 0.03 0.02
C 0.22012 -1.80052 -0.36759 0.14 -0.11 0.03
H 3.58630 3.43656 -0.73751 -0.01 0.00 0.01
C -2.12347 2.62239 1.59889 -0.03 0.06 -0.06
H -5.76341 -0.77721 0.95261 0.00 0.00 0.00
H -1.41176 4.40366 3.60089 0.00 0.01 0.00
C 4.79243 1.70213 0.97860 0.00 -0.04 -0.02
H 4.63421 2.68512 1.42474 0.00 0.00 0.00
C 0.62697 -1.34827 3.54751 -0.02 0.03 -0.02
C 3.67474 1.37712 -0.02731 0.05 -0.03 0.03
C -2.63182 -0.76450 -0.30651 0.11 -0.01 0.03
C -4.79737 -1.14998 0.63970 0.01 0.00 0.00
C 2.36442 1.38795 0.72154 -0.02 0.18 -0.16
H 2.35500 -1.83167 -0.53287 -0.18 -0.17 0.01
H -1.33235 -0.17712 -1.76428 -0.04 -0.03 -0.01
H 1.93174 0.69805 4.75820 0.00 0.00 0.00
C -0.72378 3.56598 3.46396 0.00 0.00 0.01
C -4.47230 -2.48642 0.80254 -0.01 0.00 0.01
H -1.77468 -0.32458 2.81758 0.00 -0.02 0.01
C 0.72014 0.87106 2.34857 0.08 -0.14 0.05
H 2.86696 2.25402 -1.84213 0.00 0.00 -0.01
H -1.73888 -4.43889 -1.28893 -0.01 -0.01 0.00
C 0.36785 2.09617 1.70160 0.02 -0.30 -0.09
H -5.18323 -3.16717 1.25187 0.00 0.00 0.00
H 0.44834 -5.40792 -1.87774 0.00 -0.01 0.01
C -2.27852 -2.10552 -0.15891 -0.06 0.02 0.05
H 2.43601 -0.50590 1.91079 -0.02 -0.03 0.00
C 1.53957 -3.67281 -1.21996 -0.02 0.00 0.00
H 1.47647 3.27726 0.14211 0.01 0.04 -0.02
H 3.94354 -0.78183 0.11177 0.04 0.03 0.02
C 0.19896 0.12952 3.58312 0.02 0.00 0.01
C -3.22677 -2.95375 0.40594 0.00 0.02 -0.01
H -2.33381 1.62583 1.97661 -0.01 0.04 -0.06
H 0.56761 1.78955 4.97919 0.00 0.01 -0.01
C -0.49172 4.41156 1.17180 0.01 -0.06 0.01
H 2.51298 -4.08341 -1.46001 0.00 0.00 0.00
H 0.54149 0.18851 5.72358 0.00 0.00 0.01
H 0.17773 -1.86649 4.39672 0.00 0.00 0.01
H -4.10582 0.76614 -0.05372 0.00 0.00 0.00
H -1.74872 1.11918 3.84266 0.01 -0.14 0.00
H 0.45173 4.89175 1.43451 0.02 0.00 0.00
C 0.39159 -4.41736 -1.44558 -0.03 0.01 0.00
H 4.81531 0.96490 1.78390 0.00 0.00 0.00
H -1.29686 5.11928 1.37853 -0.01 0.00 0.00
C 1.85444 0.34676 1.59579 -0.10 -0.10 0.24
```
Positions in Å, forces in eV/Å.

Calculated values
Total charge: 0
Energy above the lowest of the compared OMol25 structures with the same formula, charge and spin (eV): 0.0491
Gap between HOMO and LUMO (hartree): 0.2613
Molecular weight (g mol⁻¹): 596.72
LUMO level (eV): 0.26
F_max (eV Å⁻¹): 0.48

Mulliken atomic charge list, values in e, 6 entries:
1. C -1.89
2. H 0.49
3. H 0.58
4. N -0.54
5. C -0.65
6. C -1.68